No. 1
The following is a DFT calculation (ωB97M-V with the def2-TZVPD basis set) of a structure of composition C36H33InN8.

```
78
Properties=species:S:1:pos:R:3:lowdin_charge:R:1
In 0.8544 -1.5633 0.1306 0.997
N -1.4940 -0.8108 4.0035 0.153
C -0.4859 -0.9937 3.1638 -0.101
N -0.5689 -1.6766 2.0549 0.072
C -1.7730 -2.2788 1.7154 -0.273
N -1.8756 -3.0568 0.6800 0.124
N -0.6900 -3.1295 -0.0198 -0.053
C -0.4655 -4.1501 -0.7431 0.002
C 0.8210 -4.2175 -1.4682 -0.237
C 1.1643 -5.3098 -2.2349 0.027
C 2.4103 -5.3200 -2.8555 0.003
C 3.2602 -4.2427 -2.6851 -0.002
C 2.8395 -3.1791 -1.8997 -0.075
N 1.6477 -3.1682 -1.3068 0.019
C -2.9437 -2.0333 2.5478 -0.090
C -4.2163 -2.5135 2.2216 0.006
C -5.2780 -2.2647 3.0626 -0.035
C -5.0865 -1.5371 4.2423 -0.030
C -3.8408 -1.0511 4.5776 0.006
C -2.7763 -1.3024 3.7194 -0.161
H -1.3351 -0.3070 4.8640 0.174
H 0.4640 -0.5423 3.4311 0.154
H -1.1858 -4.9606 -0.8037 0.154
H 0.4748 -6.1364 -2.3418 0.134
H 2.7103 -6.1647 -3.4609 0.131
H 4.2358 -4.2149 -3.1485 0.127
H 3.4692 -2.3120 -1.7391 0.129
H -4.3409 -3.0804 1.3094 0.122
H -6.2624 -2.6374 2.8166 0.120
H -5.9234 -1.3514 4.9017 0.123
H -3.6918 -0.4854 5.4889 0.126
C 1.7026 3.2970 -2.6181 -0.018
C 1.0482 4.2083 -1.6145 -0.219
C 1.4776 5.5283 -1.4816 -0.027
C 0.8954 6.3909 -0.5675 -0.051
C -0.1410 5.9525 0.2475 -0.060
C -0.5766 4.6435 0.1442 -0.013
C 0.0138 3.7859 -0.7782 -0.219
N -0.4591 2.4307 -0.8532 0.154
C 0.2112 1.3680 -0.3681 -0.346
N 1.3434 1.6601 0.3108 0.170
C 2.4309 0.9014 0.8341 -0.206
C 2.4865 -0.4936 0.8699 -0.208
C 3.6390 -1.1051 1.3790 -0.132
C 4.6941 -0.3544 1.8601 -0.063
C 4.6049 1.0304 1.8354 -0.020
C 3.4923 1.6826 1.3306 -0.196
C 3.4398 3.1895 1.3084 -0.022
N -0.2483 0.1389 -0.5388 0.029
C -1.5263 -0.0426 -1.1709 -0.276
C -2.6790 0.2268 -0.4391 -0.045
C -3.9300 0.0114 -0.9937 -0.060
C -4.0243 -0.4880 -2.2855 -0.053
C -2.8720 -0.7558 -3.0090 -0.021
C -1.6045 -0.5347 -2.4741 -0.211
C -0.3752 -0.7969 -3.3030 -0.016
H 1.9404 3.8452 -3.5283 0.093
H 1.0610 2.4587 -2.8867 0.066
H 2.6416 2.8903 -2.2321 0.086
H 2.2744 5.8852 -2.1230 0.125
H 1.2447 7.4122 -0.4961 0.116
H -0.6051 6.6257 0.9549 0.114
H -1.3804 4.2754 0.7697 0.119
H -1.3557 2.2454 -1.2786 0.156
H 1.5037 2.6569 0.3584 0.099
H 3.7083 -2.1865 1.4089 0.096
H 5.5786 -0.8347 2.2556 0.116
H 5.4250 1.6267 2.2163 0.124
H 4.3189 3.6071 1.7931 0.092
H 2.5657 3.5824 1.8370 0.096
H 3.4140 3.5847 0.2881 0.086
H -2.5838 0.6093 0.5721 0.122
H -4.8221 0.2278 -0.4210 0.113
H -4.9936 -0.6626 -2.7326 0.115
H -2.9527 -1.1380 -4.0194 0.121
H -0.6289 -1.3699 -4.1933 0.091
H 0.3912 -1.3591 -2.7631 0.044
H 0.0936 0.1340 -3.6292 0.087
```

Values from the calculation:
Energy above the lowest of the compared OMol25 structures with the same formula, charge and spin ... 0.0 kJ/mol
Highest occupied orbital energy ... -13.364 eV
LUMO level ... -6.32 eV
HOMO-LUMO gap ... 7.048 eV
Net charge ... +2
E_tot ... -2019.4423 Ha

No. 2
The following is a DFT calculation (ωB97M-V with the def2-TZVPD basis set) of the molecule C16H21ClFN3O4.

```
46
Properties=species:S:1:pos:R:3:lowdin_charge:R:1
C 3.6365 -1.0453 -2.8791 -0.079
O 3.9759 -1.1915 -1.5155 -0.131
C 2.9119 -0.9619 -0.6393 -0.402
C 3.3502 -1.4683 0.7526 -0.077
N 2.2581 -1.3672 1.6851 0.091
C 2.1041 -0.2864 2.4776 -0.470
O 2.9770 0.5243 2.7161 0.051
C 0.6762 -0.1523 3.0170 -0.043
N -0.1801 0.3437 1.9616 -0.027
C -0.1273 1.7385 1.5683 -0.092
C -0.9583 1.7546 0.2800 -0.099
N -0.9479 0.3643 -0.1111 -0.029
C -1.6553 -0.1248 -1.2660 -0.115
C -3.1470 -0.0992 -1.0372 -0.220
C -3.7203 -1.0753 -0.2280 -0.010
C -5.0708 -1.0727 0.0640 0.006
C -5.8577 -0.0674 -0.4697 -0.273
F -7.1757 -0.0465 -0.2009 0.067
C -5.3294 0.9259 -1.2726 -0.030
C -3.9699 0.9026 -1.5441 -0.601
Cl -3.3223 2.1610 -2.5390 0.718
C -0.5233 -0.4424 0.8946 -0.506
O -0.4617 -1.6612 0.8567 0.047
O 2.4749 0.3689 -0.6426 -0.131
C 3.4623 1.3380 -0.3115 -0.070
H 4.5539 -1.2112 -3.4393 0.092
H 3.2496 -0.0436 -3.0873 0.090
H 2.8830 -1.7858 -3.1706 0.093
H 2.0151 -1.5236 -0.9593 0.162
H 4.1815 -0.8664 1.1223 0.131
H 3.6699 -2.5067 0.6525 0.133
H 1.4179 -1.8880 1.4467 0.112
H 0.2936 -1.1234 3.3382 0.133
H 0.6537 0.5549 3.8475 0.134
H -0.5507 2.3696 2.3533 0.127
H 0.9080 2.0478 1.3827 0.121
H -0.5117 2.3733 -0.5021 0.126
H -1.9841 2.1017 0.4630 0.123
H -1.3786 0.4807 -2.1320 0.100
H -1.3251 -1.1557 -1.4179 0.134
H -3.0813 -1.8437 0.1802 0.118
H -5.5145 -1.8301 0.6895 0.120
H -5.9661 1.6992 -1.6712 0.118
H 3.0914 2.2860 -0.6983 0.092
H 4.4156 1.0955 -0.7862 0.096
H 3.5990 1.4102 0.7712 0.070
```

Values from the calculation:
Highest occupied orbital energy ... -8.880 eV
LUMO level ... 0.60 eV
SMILES string ... COC(CNC(=O)CN1CCN(Cc2ccc(F)cc2Cl)C1=O)OC
HOMO-LUMO gap ... 9.480 eV
Net charge ... 0
E_tot ... -1647.6225 Ha